(1)
Molecular formula: C42H91N11O10
Method: DFT, ωB97M-V/def2-TZVPD

Geometry as XYZ:
```
154
Properties=species:S:1:pos:R:3:forces:R:3:lowdin_charge:R:1
N -5.724 -2.591 -2.293 0.460 0.551 0.554 -0.19
H -3.890 -1.805 -2.924 0.027 -0.233 -0.133 0.08
C 5.890 -0.352 2.250 0.064 0.348 0.028 -0.07
C 4.985 -2.972 0.603 1.178 0.329 -0.254 -0.28
H 0.971 0.814 1.680 0.200 -0.082 0.224 0.07
H -0.206 -0.575 1.625 -0.076 0.363 0.312 0.09
H 5.653 -1.342 2.624 0.319 -0.067 0.141 0.06
H -4.103 -4.040 2.684 0.153 -0.153 0.159 0.12
H 0.550 1.714 -1.776 -0.136 0.311 0.284 0.09
N 2.058 -5.722 -0.170 -0.489 0.489 -0.447 0.17
H 6.284 0.286 3.040 -0.286 -0.080 0.188 0.09
H 1.496 -3.362 2.771 -0.059 0.081 -0.097 0.04
H 6.658 -0.385 1.481 -0.148 -0.305 -0.151 0.07
H 1.587 4.592 -4.341 -0.179 0.025 -0.010 0.08
C 0.987 1.281 -0.874 0.248 0.391 -1.389 -0.03
H 5.977 3.423 -4.435 -0.095 -0.298 -0.009 0.08
C -0.608 3.421 3.793 0.196 0.204 0.036 -0.01
H 6.551 3.540 -2.775 -0.153 0.063 0.175 0.09
H 0.027 -0.934 -1.427 0.043 0.297 -0.229 0.11
C 0.245 -4.598 4.067 0.255 -0.187 0.280 -0.55
H -0.405 2.436 0.884 -0.080 0.146 -0.114 0.06
H 3.443 7.629 -2.979 -0.224 -0.138 -0.197 0.09
H 2.901 7.301 -1.407 -0.422 -0.490 0.184 0.08
C -0.774 -0.303 -1.027 0.487 -1.142 -0.136 -0.10
N -2.166 -6.631 -0.216 0.014 -0.148 0.279 -0.17
H -2.652 -4.599 3.445 0.822 0.159 0.034 0.09
H 1.318 -0.706 0.796 0.220 0.291 -0.239 0.09
H 4.988 4.253 -3.262 0.084 -0.055 0.281 0.07
H -0.105 4.158 -2.852 -0.053 -0.340 0.152 0.05
H -1.002 2.622 3.165 0.131 -0.054 -0.083 0.05
C -2.793 -5.484 -0.422 0.442 -0.016 -0.177 -0.32
H 1.568 7.840 1.487 0.004 -0.063 0.023 0.09
H -1.672 1.228 1.143 -0.392 -0.015 -0.216 0.09
H 1.680 0.538 -1.265 0.021 -0.183 0.569 0.07
H 0.082 0.173 4.430 -0.157 -0.065 0.087 0.06
H 2.723 4.995 -0.978 0.030 0.438 0.040 0.12
H -1.349 5.004 -3.714 -0.446 0.256 0.364 0.09
C -4.939 2.723 0.603 -0.063 0.671 -0.867 -0.05
H -3.611 -5.524 -1.152 -0.201 -0.135 0.021 0.14
H 1.446 6.388 -4.563 -0.062 -0.198 -0.414 0.09
H 1.717 7.776 -2.680 -0.038 -0.051 0.212 0.09
H 1.512 2.036 -0.303 -0.061 0.002 0.200 0.09
C 5.662 3.399 -3.392 0.053 0.482 -0.488 -0.01
O -2.538 -1.254 2.727 -0.202 -0.637 -0.326 -0.34
H -1.205 0.309 -1.816 -0.005 -0.019 -0.060 0.12
H -3.648 -7.712 -1.197 -0.010 -0.001 -0.149 0.09
H -1.340 -1.858 0.383 0.311 0.069 -0.178 0.11
H 5.009 -2.134 -2.447 0.037 0.290 0.127 0.06
C 0.743 6.056 0.726 -0.140 -1.110 -0.185 -0.23
C 2.469 4.766 -2.018 0.393 0.013 0.606 -0.38
N -0.085 0.633 -0.092 0.221 0.247 0.288 -0.31
H -5.151 -0.614 -2.722 -0.061 -0.030 -0.011 0.09
H 2.995 5.512 -4.853 -0.108 0.162 -0.137 0.10
O -7.280 -2.987 -3.884 -0.328 0.166 -0.618 0.01
C 2.597 7.170 -2.445 0.765 0.731 -0.462 -0.07
H -1.240 -7.326 1.549 -0.206 0.279 0.102 0.11
C -1.847 2.963 -3.342 -0.152 -0.032 0.748 -0.48
N 0.706 4.910 0.569 0.056 1.243 0.223 0.18
H 0.252 -3.791 4.830 0.295 0.436 0.006 0.07
H -1.270 3.541 4.646 -0.010 0.218 0.010 0.09
H -1.592 4.525 -1.952 -0.178 0.472 -0.179 0.07
H 1.117 -5.237 4.344 0.048 -0.014 -0.004 0.08
H -5.839 2.952 1.165 -0.050 -0.259 0.155 0.09
H -0.197 7.721 1.487 -0.049 0.318 -0.225 0.09
H -5.160 2.056 -0.230 -0.142 -0.316 0.268 0.08
H -1.968 -8.254 -1.541 -0.086 0.352 -0.258 0.09
H -4.699 -0.921 4.458 -0.314 0.190 -0.113 0.06
C -4.493 3.972 -0.034 0.679 1.038 -0.276 -0.28
H 0.111 -1.371 5.310 0.048 -0.177 -0.051 0.07
C -1.025 1.680 0.404 0.725 0.148 0.139 0.02
H -3.750 2.942 -2.391 0.053 0.034 0.018 0.05
H 2.344 -1.196 -4.755 -0.208 0.049 -0.107 0.09
H 4.425 2.742 -0.952 0.171 0.211 -0.122 0.07
O 4.673 1.293 -3.836 -0.420 -0.440 -0.641 0.07
C -1.769 -1.260 -0.433 -0.300 0.097 1.083 -0.25
H 3.530 -4.291 1.375 -0.286 0.028 -0.422 0.06
O -0.921 -5.267 4.117 -1.204 -0.305 -0.690 -0.36
O 1.089 3.020 5.406 0.218 0.058 1.119 0.08
H 5.601 1.407 -1.122 0.132 0.147 -0.026 0.09
H -2.678 -8.652 -0.050 -0.268 0.288 0.266 0.10
H -3.730 2.175 -3.995 -0.013 -0.024 0.034 0.08
N -4.127 4.939 -0.560 -0.425 -1.184 0.639 0.13
H 0.732 7.993 -0.059 -0.285 0.141 0.018 0.07
H 4.790 -1.016 -3.867 0.086 -0.118 0.087 0.07
C 1.827 2.901 3.174 0.244 -0.220 -0.214 -0.03
H -2.276 -0.889 4.753 -0.302 -0.124 -0.033 0.09
H -4.163 2.291 1.220 0.088 -0.046 0.166 0.07
H 1.426 2.841 2.165 -0.143 0.198 0.036 0.02
H -2.839 -0.815 1.085 -0.375 0.223 0.379 0.04
H 3.805 -2.921 2.393 0.439 0.171 -0.117 0.07
H -5.915 -3.418 -0.353 0.048 -0.376 -0.425 0.09
C -2.713 -0.450 3.835 0.583 0.611 -0.657 -0.47
O 2.699 -1.496 -1.585 -0.414 0.055 0.882 0.03
H 2.346 1.962 3.379 0.137 0.109 0.079 0.06
C 0.614 -4.123 -1.632 -0.394 -0.026 -0.568 -0.04
C 3.020 -1.358 -2.740 0.101 -0.484 -0.745 -0.51
C 4.723 1.891 -1.554 -0.703 -0.868 -0.120 -0.03
H -2.024 -2.021 -1.182 -0.257 0.328 -0.202 0.10
C 4.656 0.201 1.712 1.998 -0.672 0.812 -0.28
C 3.760 -3.229 1.343 -0.079 0.273 0.357 -0.08
H -2.865 -2.949 2.894 0.363 0.252 -0.200 0.08
O -2.882 -0.573 0.112 0.112 -0.494 -0.087 -0.11
O 2.291 3.614 -2.342 -0.191 -0.832 -0.425 0.00
H 4.190 -2.681 -3.886 -0.072 0.137 -0.097 0.09
N -3.085 -3.979 2.721 -0.414 -0.007 -0.030 0.24
C -4.958 -1.638 -3.062 -0.519 0.411 -0.139 -0.03
C 0.587 -3.969 2.698 -0.460 0.173 0.464 -0.11
H -7.160 -4.047 -2.178 -0.122 0.201 0.342 0.13
H -4.634 0.363 3.189 -0.008 -0.279 -0.180 0.05
H -3.690 3.956 -3.826 -0.103 -0.017 0.067 0.09
N 3.698 0.629 1.290 -1.973 0.934 -0.924 0.19
O -2.449 -4.429 0.096 -0.174 0.732 -0.165 -0.06
C -2.651 -7.845 -0.789 0.247 -1.195 -0.168 -0.06
C -1.187 4.261 -2.930 0.629 -0.451 -0.476 -0.01
C -6.799 -3.210 -2.799 0.093 -0.567 -0.118 -0.36
C -3.355 3.008 -3.405 0.120 -0.018 -0.502 -0.01
H 1.066 -4.087 -2.624 0.125 -0.039 0.023 0.09
H -2.113 0.488 3.706 -0.203 0.023 0.076 0.07
N 5.964 -2.705 0.045 -1.012 -0.345 0.442 0.14
C 4.948 2.128 -3.020 0.900 0.765 0.619 -0.50
C 1.992 -0.560 4.745 -3.492 0.056 1.074 -0.27
H -5.262 -1.849 -0.331 0.002 0.330 -0.528 0.09
C 0.607 -0.415 5.183 0.331 0.308 -0.056 -0.04
C 2.079 5.554 -4.259 0.378 0.395 0.457 -0.02
H 3.925 1.148 -1.521 0.037 0.046 0.358 0.06
H 2.559 3.710 3.191 0.050 -0.033 0.072 0.09
H -0.759 -5.706 1.005 0.197 -0.055 0.051 0.05
H 0.628 0.141 6.119 -0.203 -0.001 0.020 0.09
H 0.537 -3.098 -1.282 0.168 -0.079 0.362 0.06
H -0.519 4.323 3.178 -0.397 -0.020 0.019 0.07
H 2.200 0.273 -3.791 0.012 -0.060 -0.122 0.09
C 4.355 -1.803 -3.250 0.089 -0.302 -0.145 -0.01
H -0.277 -3.336 2.447 0.243 0.094 -0.270 0.05
H -5.276 -1.723 -4.098 0.241 0.024 -0.066 0.09
C -1.014 -6.704 0.679 -0.221 -0.707 0.050 -0.01
C 2.065 -0.815 -3.776 0.360 0.407 0.132 0.00
C 0.796 3.122 4.251 -0.361 -0.449 -0.987 -0.52
C 0.703 7.509 0.912 0.239 -0.515 0.238 -0.05
C -4.167 -0.043 4.087 0.453 0.106 0.408 -0.10
H 0.722 -4.739 1.937 0.056 0.071 0.082 0.02
C -5.273 -2.758 -0.941 0.215 -0.271 0.914 -0.07
H 1.025 -1.012 -3.530 -0.035 -0.149 0.005 0.07
H -4.203 0.764 4.830 -0.091 -0.234 0.162 0.06
H -0.390 -4.527 -1.759 -0.032 0.017 0.156 0.07
H 2.992 -2.598 0.895 -0.243 -0.452 -0.141 0.06
H -0.202 -7.222 0.169 0.148 0.337 -0.138 0.08
N 3.058 -0.594 4.400 3.540 -0.237 -1.185 0.16
C 0.555 0.008 1.097 -0.705 -1.181 -0.038 0.02
H -2.728 -4.258 1.783 0.032 0.340 0.573 0.06
N 2.412 5.807 -2.859 -0.183 -0.083 -0.027 -0.18
O -1.239 1.920 -3.461 0.079 0.093 -0.212 0.05
H -4.241 -3.115 -0.954 -0.035 -0.164 0.274 0.06
H -1.510 2.105 -0.468 -0.374 0.027 0.140 0.10
C 1.396 -5.000 -0.780 0.776 -0.357 0.352 -0.26
```
Positions in Å, forces in eV/Å.

HOMO, eV: -5.6548
Net charge: 0
Calculated total energy, eV: -81891.8802
Multiplicity: 1

(2)
Molecular formula: C4H10S2
Method: DFT, ωB97M-V/def2-TZVPD

Geometry as XYZ:
```
16
Properties=species:S:1:pos:R:3:forces:R:3:lowdin_charge:R:1
C 1.393 -1.354 -0.705 0.975 -0.024 -0.753 -0.44
C -2.362 0.722 -0.516 -1.858 2.467 2.480 -0.11
H 0.593 -1.168 -1.414 -0.808 -0.286 0.491 -0.01
H -3.009 1.649 -0.246 0.591 -1.217 -0.813 0.10
H -3.095 0.036 -0.974 0.978 0.046 -0.014 0.07
H -1.557 1.174 -1.080 0.020 -0.567 -0.667 0.06
H -0.188 0.512 2.237 -0.045 -0.400 0.843 0.04
H 3.408 0.168 0.650 -0.484 0.469 0.744 -0.25
H 1.649 -2.436 -0.715 -0.052 0.842 0.057 0.04
S 2.650 -0.370 -1.757 0.258 -0.563 2.561 0.34
S 4.241 -0.207 -0.284 -0.325 -0.500 -1.651 0.29
C -0.612 0.772 1.300 -3.562 -1.479 0.323 -0.03
H -0.072 1.470 0.789 1.471 1.660 -1.745 0.02
H 1.164 -1.007 0.346 0.442 0.029 -1.482 0.03
H -2.351 -0.340 1.490 -0.672 -0.282 0.270 0.08
C -1.852 0.378 0.880 3.071 -0.196 -0.646 -0.21
```
Positions in Å, forces in eV/Å.

HOMO, eV: -8.6221
ΔE to the lowest compared entry with this formula, charge and spin, kcal/mol: 50.59
Net charge: 0
Calculated total energy, eV: -25978.7905
Multiplicity: 1
Structure (SMILES): C=CC.CSS

(3)
Molecular formula: C11H11FO2
Method: DFT, ωB97M-V/def2-TZVPD

Geometry as XYZ:
```
25
Properties=species:S:1:pos:R:3:forces:R:3:lowdin_charge:R:1
H 3.338 -0.999 1.081 1.935 -0.809 -1.323 0.09
H 0.577 -1.607 -3.244 -0.426 0.029 -0.485 0.11
C 1.470 -1.798 1.660 2.261 -0.061 -0.652 -0.44
O 1.861 -2.905 1.941 0.090 1.109 0.039 0.11
H -1.685 1.525 -0.318 0.412 -0.716 -0.608 0.11
H -0.613 0.192 -4.358 -0.862 0.363 1.364 0.12
H -2.503 -0.719 2.102 2.008 1.290 -0.227 0.12
C -1.547 -0.019 2.013 -0.839 0.189 -0.611 -0.02
C -0.767 0.104 -3.246 1.855 -0.827 -0.870 -0.09
C 2.129 0.747 1.063 -0.914 0.300 -0.437 -0.12
H 0.148 -2.298 -0.969 0.486 2.039 -0.675 0.17
O 0.184 -1.645 1.437 -1.494 -0.349 -0.033 0.07
F 2.274 0.998 -0.256 -0.023 0.074 0.259 0.02
C -0.038 -1.215 -1.330 0.927 -3.787 -0.098 -0.06
C -1.220 0.776 -0.998 -1.023 1.355 0.889 -0.04
H 2.808 -0.460 2.626 -0.308 -0.055 -1.316 0.15
C -0.537 -0.332 -0.450 -1.665 1.544 1.728 -0.24
C -0.036 -0.926 -2.662 0.524 -0.917 -1.344 -0.10
H -2.099 1.803 -2.786 1.697 -1.820 1.263 0.15
H 1.196 1.119 1.489 0.352 0.566 -0.263 0.11
C 2.517 -0.562 1.520 -1.852 -1.285 3.654 -0.06
H -1.943 1.012 1.666 0.645 -1.741 0.598 0.08
H -1.136 0.122 3.078 -0.277 -0.415 -1.761 0.09
C -1.401 0.942 -2.351 -1.904 2.484 -1.351 -0.10
C -0.528 -0.591 0.940 -1.604 1.440 2.261 -0.24
```
Positions in Å, forces in eV/Å.

<S²>: 2.03
HOMO (spin up / spin down), eV: -7.1386 / -9.4889
ΔE to the lowest compared entry with this formula, charge and spin, kcal/mol: 0.00
Net charge: 0
Calculated total energy, eV: -18393.0619
Multiplicity: 3

(4)
Molecular formula: H20O10
Method: DFT, ωB97M-V/def2-TZVPD

Geometry as XYZ:
```
30
Properties=species:S:1:pos:R:3:forces:R:3:lowdin_charge:R:1
H 2.617 -0.465 -0.358 -0.101 0.270 -0.285 0.02
H 1.385 1.724 -1.734 0.057 0.133 -0.094 0.02
H 4.120 -0.428 -0.576 0.047 0.078 0.022 0.06
O -1.317 3.731 0.797 -0.889 -0.433 0.524 -0.07
O -3.406 -0.265 3.769 -0.083 0.169 0.072 -0.06
H 0.069 5.158 -0.074 0.045 -0.205 0.001 0.03
O 1.432 -1.227 1.689 0.727 -0.507 0.015 -0.05
H 2.820 2.116 -2.046 -0.087 0.012 0.006 0.03
H 1.055 4.043 0.232 -0.127 0.076 -0.069 0.04
H -1.123 -0.229 1.289 0.138 -0.280 -0.013 0.07
H -0.388 -3.293 -1.439 0.296 -0.462 0.312 0.05
O 1.942 2.068 -2.441 0.077 -0.180 0.079 -0.06
H -1.307 -3.267 0.965 -0.257 -0.222 0.376 0.05
H -0.677 -3.175 -4.013 0.022 0.194 -0.038 0.04
O 0.384 -2.896 -1.858 1.222 -0.560 1.958 -0.05
O -0.832 -2.297 -3.645 -1.522 0.150 -1.402 -0.08
H -4.157 -0.500 4.326 0.071 -0.044 -0.076 0.03
O -0.643 -0.386 0.468 0.045 3.494 -1.311 -0.10
H -3.263 0.670 3.952 0.028 -0.098 0.003 0.03
H -1.000 -2.462 -2.710 -0.108 0.661 -1.065 -0.01
H 2.277 -1.094 1.245 0.248 0.151 0.505 -0.01
H -2.097 3.483 1.306 -0.017 0.049 0.066 0.04
H -0.785 -2.137 0.093 -0.252 0.441 0.395 0.00
O 0.605 4.479 -0.500 0.710 0.330 -0.431 -0.08
H 0.957 -2.661 -1.119 0.106 -0.073 0.145 0.06
O 3.416 -0.014 -0.065 0.021 -0.210 -0.078 -0.04
H -0.681 0.461 0.009 0.074 0.121 0.031 0.05
H -1.466 3.337 -0.070 0.236 0.191 -0.065 0.05
O -1.173 -2.313 0.958 -0.442 -3.356 0.188 -0.08
H 1.236 -2.160 1.547 -0.283 0.110 0.228 0.03
```
Positions in Å, forces in eV/Å.

HOMO, eV: -10.4387
ΔE to the lowest compared entry with this formula, charge and spin, kcal/mol: 131.53
Net charge: 0
Calculated total energy, eV: -20796.9090
Multiplicity: 1
Structure (SMILES): O.O.O.O.O.O.O.O.O.O

Question: Look up the multiplicity of the fourth one.
Answer: 1

Question: Which formula does entry 4 have?
Answer: H20O10